Entry from the OMol25 dataset: a structure of composition C56H32F5I4N7S2SeZr (ωB97M-V/def2-TZVPD).

Output
Gap between HOMO and LUMO   5.78 eV
Energy above the lowest of the compared OMol25 structures with the same formula, charge and spin   0.0 kcal per mole

```
108
Properties=species:S:1:pos:R:3:forces:R:3:mulliken_charge:R:1
Zr -0.190400 -0.291965 0.168030 0.6 0.5 -0.1 -0.0598
I -5.898007 -7.260243 4.192567 0.0 0.0 0.0 0.0920
C -4.601914 -5.903507 3.282588 0.0 0.0 0.0 -0.0804
C -4.995553 -4.584259 3.116865 0.1 0.0 0.0 -0.7447
C -4.129526 -3.683832 2.507778 -0.1 0.0 0.0 0.3594
C -2.876472 -4.094939 2.069073 0.0 0.0 0.0 -0.8560
C -2.498528 -5.422592 2.245697 0.0 -0.1 0.0 0.1220
C -3.355737 -6.333190 2.849741 0.0 0.1 0.0 -0.7209
C -1.945112 -3.130422 1.403321 -0.1 -0.1 0.1 1.4919
C -2.224777 -2.765080 0.094036 0.1 0.1 -0.1 0.7054
C -3.311842 -3.300663 -0.673113 -0.1 -0.1 0.0 -1.6885
C -3.224523 -2.773871 -1.912566 -0.1 0.0 -0.1 -1.6253
C -2.083140 -1.903619 -1.920934 0.1 -0.1 0.1 0.8004
C -1.610954 -1.235233 -3.042029 -0.1 0.0 -0.1 1.0106
C -2.402638 -1.327138 -4.302198 0.0 0.0 0.0 -0.8436
C -3.665381 -0.745735 -4.385556 0.0 0.0 0.0 -0.0575
C -4.405328 -0.825978 -5.557722 0.1 0.0 0.0 -0.8014
C -3.874862 -1.492396 -6.653401 0.0 0.0 0.0 -0.0860
I -4.975925 -1.609399 -8.419280 0.0 0.0 0.0 0.0894
C -2.620030 -2.078910 -6.590142 0.0 0.0 0.1 -0.7152
C -1.890871 -1.991011 -5.411987 0.0 -0.1 -0.1 -0.1170
C -0.443393 -0.482464 -3.054059 0.1 0.1 0.1 0.8668
N 0.399006 -0.288414 -1.983619 0.2 0.1 -0.2 -0.2520
C 1.425202 0.510892 -2.454497 -0.2 0.0 0.0 0.8885
C 2.566784 0.873372 -1.753630 0.0 0.1 -0.1 0.8996
C 3.548636 1.778741 -2.423001 -0.1 0.0 0.0 -0.7006
C 3.710890 3.075598 -1.943284 0.0 0.1 0.0 0.1426
C 4.611964 3.946364 -2.542139 0.0 -0.1 0.0 -0.8311
C 5.358530 3.509561 -3.627218 0.0 0.0 0.0 -0.1137
I 6.718904 4.805266 -4.529879 0.0 0.0 0.0 0.0877
C 5.214251 2.219257 -4.117188 -0.1 0.0 0.1 -0.7317
C 4.306581 1.360700 -3.511056 0.1 0.0 0.0 -0.0717
C 2.877892 0.450995 -0.465557 0.0 -0.1 0.1 0.8289
C 4.166198 0.625832 0.135663 0.1 0.1 -0.1 -1.8691
C 4.135918 -0.003470 1.331473 0.1 0.0 0.1 -1.7123
C 2.819629 -0.547823 1.487363 0.0 -0.1 -0.2 0.6073
N 2.059643 -0.260494 0.378166 0.0 0.0 0.1 0.4011
C 2.406377 -1.318386 2.568291 0.0 0.0 0.1 0.8448
C 1.161939 -1.932302 2.638983 -0.2 0.0 0.0 0.7621
C 0.692277 -2.684131 3.766341 0.1 0.0 0.1 -1.5836
C -0.523654 -3.175129 3.443285 -0.1 -0.1 0.0 -1.6737
C -0.818850 -2.731671 2.113796 0.2 0.1 0.0 0.6419
N 0.201608 -1.925631 1.648839 -0.2 -0.1 0.1 0.1074
C 3.369084 -1.554691 3.682704 0.0 0.0 0.0 -0.1598
C 3.882352 -0.507023 4.442805 0.0 0.1 0.0 -0.1527
C 4.774173 -0.743112 5.480350 -0.1 -0.1 -0.1 -0.9786
C 5.165198 -2.045701 5.757136 0.0 0.1 0.0 -0.0867
I 6.503270 -2.413717 7.310237 0.0 0.0 0.0 0.0915
C 4.677343 -3.104700 5.006555 0.0 0.0 -0.1 -0.7446
C 3.782220 -2.851878 3.977245 0.1 -0.1 0.0 -0.3758
C 1.168709 0.871342 -3.819352 0.1 0.1 0.0 -1.5910
C 0.029546 0.249308 -4.190003 -0.1 0.0 -0.1 -1.5575
N -1.481955 -1.904220 -0.682928 -0.3 0.0 -0.1 0.1790
H -5.966935 -4.253567 3.458641 0.0 0.0 0.0 0.4124
H -4.429001 -2.649539 2.376243 0.0 0.0 0.0 0.1672
H -1.524098 -5.750180 1.900689 0.0 0.0 0.0 0.4853
H -3.054446 -7.364249 2.977736 0.0 0.0 0.0 0.3928
H -4.028796 -4.019297 -0.308621 0.0 0.0 0.0 0.5050
H -3.857048 -2.974774 -2.762836 0.0 0.0 0.0 0.5706
H -4.057290 -0.208868 -3.528352 0.0 0.0 0.0 0.4979
H -5.382915 -0.366297 -5.615491 0.0 0.0 0.0 0.4001
H -2.214985 -2.605264 -7.443801 0.0 0.0 0.0 0.3807
H -0.913165 -2.455503 -5.352053 0.0 0.0 0.0 0.4920
H 3.112822 3.405845 -1.099720 0.0 0.0 0.0 0.4973
H 4.726776 4.953802 -2.164809 0.0 0.0 0.0 0.4766
H 5.803512 1.882824 -4.959469 0.0 0.0 0.0 0.3959
H 4.193031 0.349170 -3.883274 0.0 0.0 0.0 0.5191
H 5.004182 1.123753 -0.326130 0.0 0.0 0.0 0.5741
H 4.948390 -0.119928 2.029486 0.0 0.0 0.0 0.6294
H 1.226998 -2.809784 4.694012 0.0 0.0 -0.1 0.7003
H -1.171383 -3.789185 4.047813 0.0 0.0 0.0 0.5764
H 3.576365 0.510756 4.227034 0.1 -0.1 0.0 0.5879
H 5.147864 0.082719 6.070631 0.0 0.0 0.0 0.4365
H 4.992481 -4.118265 5.215762 0.0 0.0 0.0 0.3922
H 3.407402 -3.677647 3.383610 0.0 0.0 0.0 0.5495
H 1.794617 1.513769 -4.418597 0.0 0.0 0.0 0.6215
H -0.468072 0.296576 -5.145274 0.0 0.0 0.0 0.5789
F 2.952429 3.307588 5.430335 0.0 0.0 0.0 -0.3668
C 2.374296 3.091557 4.245871 0.1 0.0 0.1 1.0658
C 2.620772 3.939466 3.184057 0.1 0.2 -0.1 0.1846
F 3.436104 4.984817 3.349580 0.0 0.0 0.0 -0.3241
C 2.027979 3.706094 1.956936 0.1 0.2 -0.1 0.0031
F 2.294467 4.568442 0.963559 0.0 0.0 0.0 -0.4083
C 1.178711 2.633763 1.733870 0.0 -0.1 -0.2 0.5042
S 0.323174 2.386467 0.225356 -0.2 -0.2 0.0 0.4212
C 0.981341 1.800870 2.820355 -0.1 -0.1 0.0 -0.2796
F 0.187834 0.722994 2.644237 0.0 0.0 0.2 -0.0798
C 1.537191 2.005657 4.063668 0.0 -0.1 0.0 -0.4766
F 1.293745 1.165740 5.073093 0.0 0.0 0.0 -0.3960
S -4.643913 0.077354 2.026211 0.2 0.0 -0.1 -0.4149
C -3.102646 0.088828 1.562661 -0.2 0.1 0.2 0.7235
N -1.973686 0.121497 1.235488 -0.4 -0.2 0.2 -0.7640
C -0.666190 4.354409 -2.672730 -0.2 0.0 0.0 -0.8756
N -1.871712 4.503417 -1.864930 0.2 0.1 -0.1 0.3838
C -2.424754 5.708897 -1.468911 0.2 -0.2 -0.1 -0.4017
C -3.533613 5.419320 -0.762960 -0.1 -0.2 0.1 -0.4659
N -3.642926 4.039667 -0.733189 -0.2 0.0 0.2 0.1773
C -4.693667 3.279887 -0.064883 0.1 0.1 0.0 -0.7790
C -2.623845 3.475633 -1.412305 0.2 0.3 0.2 -0.3147
Se -2.356293 1.678331 -1.703150 -0.2 -0.2 -0.4 -0.0469
H -0.476183 5.300917 -3.173358 0.0 0.0 0.0 0.3653
H -0.830282 3.567231 -3.405561 0.0 0.0 0.0 0.2644
H 0.180534 4.078037 -2.048646 0.0 0.0 0.1 0.3166
H -1.980485 6.655274 -1.723659 0.0 -0.1 0.0 0.4656
H -4.248968 6.062303 -0.280899 0.0 -0.1 0.0 0.4191
H -5.465419 3.976932 0.252693 0.0 0.0 0.0 0.2969
H -4.295452 2.744688 0.794597 0.0 0.0 0.0 0.2341
H -5.109594 2.548763 -0.753206 0.0 0.0 0.0 0.2914
```
Forces are in eV/Å.